Here is a molecular structure, C32H35AsMnN3O3PSSe2Te from OMol25. Energies are from ωB97M-V/def2-TZVPD.

Geometry as XYZ:
```
80
Properties=species:S:1:pos:R:3:forces:R:3:mulliken_charge:R:1
Mn 0.629 -0.057 0.067 0.09 0.05 -0.05 0.483
S 0.813 0.814 2.280 0.06 0.00 -0.02 -0.735
C -0.827 1.034 2.885 -0.06 -0.04 0.05 0.713
C -1.087 1.955 3.905 -0.07 0.01 0.00 -0.709
C -2.367 2.101 4.419 0.03 -0.02 -0.04 -0.716
C -3.418 1.326 3.940 0.03 0.00 0.00 -0.816
C -3.175 0.405 2.931 -0.03 0.03 0.03 -0.136
C -1.900 0.276 2.398 0.08 0.00 0.03 -0.344
As -1.389 -0.995 1.045 -0.03 0.11 -0.09 2.366
C -2.962 -1.219 -0.065 0.00 -0.07 0.02 0.437
C -3.846 -0.167 -0.282 -0.02 -0.01 0.01 -0.867
C -4.855 -0.282 -1.231 0.01 0.00 0.00 -0.763
C -4.989 -1.449 -1.968 0.00 0.01 -0.01 -0.575
C -4.108 -2.501 -1.760 0.02 -0.02 -0.01 -0.893
C -3.095 -2.383 -0.821 -0.03 0.03 0.01 -0.537
C -1.348 -2.636 2.087 -0.12 -0.06 0.00 0.600
C -0.170 -2.908 2.778 0.09 0.05 -0.01 -0.321
C -0.070 -4.035 3.581 0.00 0.01 0.00 -0.901
C -1.150 -4.898 3.700 -0.01 -0.02 -0.01 -0.533
C -2.331 -4.626 3.023 0.01 0.00 0.00 -0.731
C -2.433 -3.497 2.222 0.06 -0.01 0.03 -0.542
H -0.270 2.550 4.292 0.00 0.00 0.00 0.486
H -2.545 2.823 5.206 0.00 0.00 0.00 0.397
H -4.413 1.434 4.351 0.01 0.00 0.00 0.425
H -3.983 -0.218 2.563 0.00 0.01 -0.01 0.454
H -3.741 0.755 0.277 0.01 0.01 0.02 0.403
H -5.535 0.545 -1.393 0.00 0.00 0.00 0.444
H -5.774 -1.536 -2.709 0.00 0.00 0.01 0.395
H -4.200 -3.410 -2.341 0.00 0.00 0.00 0.410
H -2.399 -3.203 -0.685 0.01 -0.01 0.01 0.461
H 0.658 -2.207 2.711 -0.04 -0.04 0.01 0.290
H 0.848 -4.234 4.120 0.00 0.00 0.01 0.430
H -1.074 -5.778 4.325 0.00 0.00 0.00 0.390
H -3.180 -5.290 3.126 0.00 -0.01 0.00 0.429
H -3.361 -3.289 1.706 -0.03 0.01 -0.02 0.395
Se 0.566 0.219 -3.636 -0.07 -0.04 0.04 0.067
Se -1.640 0.252 -2.961 -0.03 -0.01 -0.01 0.111
C -1.534 1.651 -1.652 0.03 -0.03 -0.05 -0.625
C -2.377 2.726 -1.884 -0.02 0.05 0.04 -0.731
C -2.364 3.799 -1.010 0.00 -0.02 -0.02 -0.588
C -1.441 3.780 0.015 0.03 -0.01 -0.02 -1.377
C -0.614 2.680 0.151 -0.01 0.00 0.01 -0.496
N -0.689 1.578 -0.616 -0.02 0.08 -0.03 1.327
C 0.927 -1.469 -2.801 0.04 -0.02 -0.02 -0.110
C 1.387 -2.510 -3.603 0.01 0.01 -0.01 -0.882
C 1.508 -3.776 -3.065 -0.01 -0.02 0.01 -0.459
C 1.121 -3.970 -1.747 0.00 0.00 -0.03 -1.225
C 0.704 -2.875 -1.018 -0.05 0.02 0.01 -0.411
N 0.649 -1.625 -1.506 0.04 -0.08 0.02 1.173
H -3.018 2.717 -2.755 0.00 -0.01 0.00 0.520
H -3.026 4.642 -1.158 0.00 0.00 0.00 0.449
H -1.326 4.610 0.697 0.00 0.00 0.01 0.535
H 0.139 2.656 0.923 0.02 0.00 0.03 0.712
H 1.604 -2.318 -4.644 0.00 0.00 0.00 0.497
H 1.856 -4.601 -3.672 0.01 0.00 0.00 0.421
H 1.141 -4.946 -1.283 0.00 0.00 0.00 0.520
H 0.403 -2.993 0.015 0.03 0.01 0.02 0.597
C 5.096 4.180 0.446 0.02 0.01 0.01 -1.043
C 3.632 3.939 0.743 0.04 0.00 -0.02 -0.343
O 3.229 2.608 0.400 0.00 0.02 0.04 -0.279
P 2.916 2.114 -1.086 -0.02 -0.08 -0.12 -0.082
O 2.191 0.804 -0.880 -0.13 -0.04 -0.01 0.183
Te 1.923 3.772 -2.435 0.01 0.02 0.05 -0.315
O 4.373 1.690 -1.624 0.14 0.16 0.15 -0.308
C 4.884 1.920 -2.938 -0.09 -0.06 -0.01 -0.398
C 4.393 0.857 -3.897 0.02 0.01 -0.03 -0.596
H 5.387 5.167 0.808 0.00 0.00 0.00 0.407
H 5.289 4.139 -0.626 -0.02 0.01 0.00 0.169
H 5.718 3.431 0.938 -0.01 0.00 0.00 0.284
H 3.001 4.650 0.205 0.00 0.00 -0.01 0.296
H 3.423 4.026 1.809 0.01 -0.01 0.01 0.325
H 5.969 1.893 -2.834 0.00 -0.01 0.00 0.335
H 4.586 2.913 -3.278 0.00 0.02 0.01 0.329
H 4.650 -0.140 -3.534 -0.01 0.00 0.00 0.250
H 4.842 0.997 -4.882 0.00 0.00 0.00 0.443
H 3.309 0.930 -4.004 0.04 0.00 0.00 -0.187
N 2.313 -1.238 0.731 0.02 0.00 -0.03 -0.507
H 2.970 -1.096 -0.033 -0.01 -0.01 0.00 0.144
H 2.274 -2.226 0.956 0.01 0.00 0.00 0.258
H 2.699 -0.759 1.540 -0.03 0.00 0.00 0.321
```
Forces are in eV/Å.

- Multiplicity: 2
- HOMO-LUMO gap (spin up / spin down): 0.241 / 0.241 Eh
- Molecular weight: 988.07 g mol⁻¹